1.
Molecular formula: CH2Cl2OSi
Method: DFT, ωB97M-V with the def2-TZVPD basis set

E_HOMO (alpha / beta)	-9.05 / -7.43	eV
relative energy (zero: lowest compared OMol25 entry of this formula, charge and spin)	67.1	kcal/mol
LUMO level (alpha / beta)	-0.50 / -0.68	eV

CARTESIAN COORDINATES (ANGSTROEM)
Cl1 2.163 -0.637 -0.037
Cl2 2.633 2.636 -0.411
Si1 1.270 1.151 -0.062
O1 -1.118 -0.971 -0.184
C1 -2.308 -1.109 -0.180
H1 0.223 1.142 0.975
H2 -2.863 -2.213 -0.101

Force components x, y, z for each atom (eV/Å):
Cl 0.68 -0.83 0.25
Cl 0.09 0.17 0.58
Si -1.15 0.20 -1.38
O -2.98 -0.44 0.01
C 1.93 -1.39 0.11
H 0.44 0.48 0.56
H 0.98 1.80 -0.13



2.
Molecular formula: CH2Cl3N
Method: DFT, ωB97M-V with the def2-TZVPD basis set

E_HOMO (alpha / beta)	-11.12 / -8.35	eV
relative energy (zero: lowest compared OMol25 entry of this formula, charge and spin)	91.0	kcal/mol
LUMO level (alpha / beta)	-0.60 / -0.65	eV

CARTESIAN COORDINATES (ANGSTROEM)
Cl1 -2.024 -0.287 1.201
Cl2 0.428 1.293 1.593
Cl3 0.588 -1.574 0.927
N1 0.723 0.528 -1.618
C1 -0.336 -0.157 1.100
H1 -0.305 0.592 -1.357
H2 0.926 -0.394 -1.846

Force components x, y, z for each atom (eV/Å):
Cl 0.08 0.02 0.08
Cl -0.26 -0.47 0.04
Cl -0.08 0.09 0.20
N -1.61 2.89 0.95
C 0.32 0.32 -0.15
H 1.39 -0.39 -0.57
H 0.17 -2.47 -0.56



3.
Molecular formula: CH2Cl4P2
Method: DFT, ωB97M-V with the def2-TZVPD basis set

structure (SMILES)	C=P(Cl)(Cl)P(Cl)Cl
E_HOMO	-8.65	eV
relative energy (zero: lowest compared OMol25 entry of this formula, charge and spin)	39.3	kcal/mol
LUMO level	-0.84	eV

CARTESIAN COORDINATES (ANGSTROEM)
Cl1 -2.138 0.140 0.439
Cl2 2.457 0.830 1.310
Cl3 0.272 -0.024 3.114
Cl4 0.117 -2.000 0.466
P1 -0.233 -0.273 -0.214
P2 0.553 1.360 1.394
C1 -0.570 -0.338 -1.901
H1 -0.986 0.660 -2.270
H2 0.527 -0.355 -2.338

Force components x, y, z for each atom (eV/Å):
Cl -0.18 0.15 0.41
Cl 1.72 0.25 -0.58
Cl -0.45 1.37 -0.98
Cl 1.14 -2.36 0.87
P -2.74 3.15 -1.00
P -1.08 -2.55 0.97
C 3.22 1.76 -0.60
H 0.26 -1.23 0.70
H -1.88 -0.55 0.20



4.
Molecular formula: CH2Cl4Si
Method: DFT, ωB97M-V with the def2-TZVPD basis set

structure (SMILES)	ClC=[Si](Cl)Cl.Cl
E_HOMO (alpha / beta)	-8.53 / -8.53	eV
relative energy (zero: lowest compared OMol25 entry of this formula, charge and spin)	95.8	kcal/mol
LUMO level (alpha / beta)	-1.00 / -1.00	eV

CARTESIAN COORDINATES (ANGSTROEM)
Cl1 -0.515 0.320 3.838
Cl2 1.086 1.198 -0.696
Cl3 0.875 -2.562 -0.615
Cl4 2.558 -0.374 2.589
Si1 0.879 0.728 2.354
C1 0.161 1.176 0.779
H1 -0.615 1.752 0.705
H2 -0.280 -2.045 -0.723

Force components x, y, z for each atom (eV/Å):
Cl 0.70 0.28 -0.49
Cl 0.04 -0.01 0.25
Cl 0.27 -0.15 0.06
Cl -0.17 0.17 -0.08
Si -1.60 -0.03 -1.23
C 5.58 -3.57 1.63
H -4.56 3.14 -0.12
H -0.26 0.16 -0.02



5.
Molecular formula: CH2ClIOS
Method: DFT, ωB97M-V with the def2-TZVPD basis set

E_HOMO (alpha / beta)	-8.44 / -8.88	eV
relative energy (zero: lowest compared OMol25 entry of this formula, charge and spin)	51.0	kcal/mol
LUMO level (alpha / beta)	-1.20 / -0.73	eV

CARTESIAN COORDINATES (ANGSTROEM)
I1 -2.233 0.225 0.905
Cl1 0.693 3.413 1.266
S1 -0.556 3.026 -0.250
O1 -1.919 2.891 0.253
C1 -0.304 0.191 0.391
H1 0.231 -0.293 -0.450
H2 0.472 -0.031 1.151

Force components x, y, z for each atom (eV/Å):
I -0.03 -0.78 -0.05
Cl 0.55 0.34 0.79
S 0.15 -0.99 -0.77
O -0.52 0.75 0.10
C 2.57 -0.64 -0.07
H -1.67 0.42 -0.51
H -1.05 0.90 0.50



6.
Molecular formula: CH2ClN
Method: DFT, ωB97M-V with the def2-TZVPD basis set

structure (SMILES)	C#N.Cl
E_HOMO	-11.46	eV
relative energy (zero: lowest compared OMol25 entry of this formula, charge and spin)	6.9	kcal/mol
LUMO level	1.06	eV

CARTESIAN COORDINATES (ANGSTROEM)
Cl1 1.938 -0.339 -0.431
N1 -1.001 0.920 -0.088
C1 -1.374 -0.148 0.089
H1 -1.786 -1.072 0.271
H2 2.223 0.639 0.158

Force components x, y, z for each atom (eV/Å):
Cl -0.77 -3.74 -2.23
N -0.09 -0.22 0.04
C 0.40 1.91 -0.25
H -0.52 -1.59 0.25
H 0.98 3.65 2.19



7.
Molecular formula: CH2ClN2O3
Method: DFT, ωB97M-V with the def2-TZVPD basis set

E_HOMO	-16.74	eV
relative energy (zero: lowest compared OMol25 entry of this formula, charge and spin)	0.0	kcal/mol
LUMO level	-4.71	eV
total charge	+1

CARTESIAN COORDINATES (ANGSTROEM)
Cl1 -1.706 3.417 -0.724
O1 0.776 -1.129 -0.730
O2 1.465 -2.324 0.879
O3 0.127 -0.628 1.282
N1 0.854 -1.457 0.402
N2 -0.456 1.090 -1.202
C1 -1.079 2.002 -0.858
H1 -0.091 -1.077 2.123
H2 0.110 0.107 -1.171

Force components x, y, z for each atom (eV/Å):
Cl -1.09 1.56 0.54
O -0.11 0.93 -2.95
O 0.66 -1.20 0.29
O -0.39 0.54 -0.85
N -0.69 0.16 3.60
N -0.48 -0.16 0.86
C 2.16 -2.26 -1.57
H 0.64 -0.46 -0.36
H -0.70 0.89 0.45



8.
Molecular formula: CH2ClN3O3
Method: DFT, ωB97M-V with the def2-TZVPD basis set

E_HOMO (alpha / beta)	-7.37 / -10.45	eV
expectation value of S²	2.0093
2S+1	3
relative energy (zero: lowest compared OMol25 entry of this formula, charge and spin)	12.9	kcal/mol
LUMO level (alpha / beta)	0.53 / -3.09	eV

CARTESIAN COORDINATES (ANGSTROEM)
Cl1 1.855 -0.125 3.415
O1 2.103 -1.148 0.713
O2 -1.731 0.171 1.860
O3 -0.806 -0.488 3.689
N1 -0.880 -0.045 2.654
N2 0.172 0.003 -0.002
N3 0.895 0.228 2.066
C1 1.152 -0.433 0.811
H1 0.297 -0.010 -0.957
H2 -0.312 0.886 0.273

Force components x, y, z for each atom (eV/Å):
Cl 0.22 0.38 -1.90
O 0.09 -1.13 -1.31
O -2.23 -0.26 -0.46
O -1.16 -2.99 5.49
N -2.42 2.96 -2.98
N -0.84 1.57 0.86
N 4.02 0.17 0.67
C 1.26 1.46 1.86
H 0.57 -0.66 -2.34
H 0.48 -1.50 0.10



9.
Molecular formula: CH2ClNO
Method: DFT, ωB97M-V with the def2-TZVPD basis set

E_HOMO (alpha / beta)	-9.15 / -10.88	eV
relative energy (zero: lowest compared OMol25 entry of this formula, charge and spin)	196.1	kcal/mol
LUMO level (alpha / beta)	-0.19 / -0.35	eV

CARTESIAN COORDINATES (ANGSTROEM)
Cl1 3.621 -0.404 -0.031
O1 1.645 1.448 -0.171
N1 2.199 0.322 0.631
C1 1.156 0.206 -0.289
H1 -1.004 -0.091 1.321
H2 1.084 -0.432 -1.175

Force components x, y, z for each atom (eV/Å):
Cl 0.76 0.20 -0.34
O 0.53 0.30 -0.84
N -0.71 -0.61 0.63
C -1.01 -0.32 0.65
H 0.29 0.02 -0.26
H 0.14 0.40 0.17



10.
Molecular formula: CH2ClNO2
Method: DFT, ωB97M-V with the def2-TZVPD basis set

E_HOMO (alpha / beta)	-10.19 / -8.84	eV
relative energy (zero: lowest compared OMol25 entry of this formula, charge and spin)	118.6	kcal/mol
LUMO level (alpha / beta)	-0.39 / -1.38	eV

CARTESIAN COORDINATES (ANGSTROEM)
Cl1 0.059 2.074 -0.223
O1 2.777 -0.976 -0.522
O2 3.063 0.805 0.678
N1 2.509 0.047 -0.025
C1 -0.080 0.391 -0.103
H1 0.075 0.083 0.863
H2 0.201 -0.037 -1.050

Force components x, y, z for each atom (eV/Å):
Cl -0.38 0.81 0.05
O 0.67 -1.40 -0.63
O 0.75 0.70 0.65
N -1.37 0.58 0.00
C 0.63 1.53 -2.18
H 0.04 -1.38 1.81
H -0.34 -0.84 0.29



11.
Molecular formula: CH2ClNO5
Method: DFT, ωB97M-V with the def2-TZVPD basis set

E_HOMO (alpha / beta)	-10.21 / -10.22	eV
relative energy (zero: lowest compared OMol25 entry of this formula, charge and spin)	35.1	kcal/mol
LUMO level (alpha / beta)	-3.25 / -3.21	eV

CARTESIAN COORDINATES (ANGSTROEM)
Cl1 -1.628 2.095 2.358
O1 0.060 -0.122 -1.169
O2 2.798 -0.340 -1.332
O3 -0.015 0.784 0.958
O4 0.115 -0.844 -0.144
O5 1.688 -1.955 -2.388
N1 1.859 -0.948 -1.748
C1 -1.321 0.693 1.256
H1 -1.995 0.865 0.381
H2 -1.560 -0.228 1.828

Force components x, y, z for each atom (eV/Å):
Cl -0.11 -0.07 0.05
O 2.58 -3.26 -1.27
O -2.16 -1.31 -0.43
O 1.22 -2.13 -0.45
O -1.81 3.77 1.69
O -0.02 2.39 1.87
N 1.12 0.36 -1.82
C -1.15 0.07 0.07
H 0.36 -0.32 0.64
H -0.03 0.51 -0.34



12.
Molecular formula: CH2ClNOS2
Method: DFT, ωB97M-V with the def2-TZVPD basis set

E_HOMO (alpha / beta)	-8.71 / -8.01	eV
relative energy (zero: lowest compared OMol25 entry of this formula, charge and spin)	67.4	kcal/mol
LUMO level (alpha / beta)	-0.73 / -0.70	eV

CARTESIAN COORDINATES (ANGSTROEM)
Cl1 3.941 0.331 0.137
S1 -0.100 -1.822 0.842
S2 -0.148 0.914 -0.242
O1 2.234 -1.023 -1.277
N1 0.366 -0.266 0.810
C1 2.723 -0.746 -0.237
H1 0.144 1.983 0.693
H2 -0.710 -1.955 -0.364

Force components x, y, z for each atom (eV/Å):
Cl 1.26 1.17 0.31
S -0.44 0.21 -0.63
S 0.28 0.98 1.71
O 0.86 0.29 1.00
N 0.32 0.48 0.54
C -1.86 -1.51 -1.53
H -0.42 -1.43 -1.53
H 0.00 -0.18 0.11



13.
Molecular formula: CH2ClO2S
Method: DFT, ωB97M-V with the def2-TZVPD basis set

E_HOMO (alpha / beta)	-4.65 / -4.69	eV
relative energy (zero: lowest compared OMol25 entry of this formula, charge and spin)	66.8	kcal/mol
LUMO level (alpha / beta)	2.43 / 2.39	eV
total charge	-1

CARTESIAN COORDINATES (ANGSTROEM)
Cl1 -2.178 -1.210 -0.234
S1 -0.852 0.580 0.044
O1 -1.442 1.406 -1.022
O2 -1.017 1.082 1.424
C1 1.922 -0.932 -0.411
H1 2.451 -0.035 -0.118
H2 1.118 -0.891 0.317

Force components x, y, z for each atom (eV/Å):
Cl -0.46 -0.65 0.32
S 0.27 1.41 -0.27
O 0.36 -0.09 0.94
O -0.26 -0.50 -1.15
C -0.28 -0.38 -0.39
H 0.62 0.79 0.08
H -0.27 -0.58 0.48



14.
Molecular formula: CH2ClO3
Method: DFT, ωB97M-V with the def2-TZVPD basis set

E_HOMO (alpha / beta)	-7.18 / -9.83	eV
expectation value of S²	3.7701
2S+1	4
LUMO level (alpha / beta)	0.30 / -4.34	eV

CARTESIAN COORDINATES (ANGSTROEM)
Cl1 -0.158 -2.070 -1.152
O1 -2.730 -1.761 0.292
O2 2.782 2.980 0.067
O3 1.441 3.046 -0.002
C1 -1.576 -2.051 0.138
H1 1.046 2.190 -0.243
H2 -0.805 -2.334 0.900

Force components x, y, z for each atom (eV/Å):
Cl -1.41 0.62 0.25
O -2.89 1.62 -0.16
O 0.68 -0.41 -0.06
O -1.21 0.51 0.05
C 5.20 -2.79 -0.31
H 0.53 -0.11 0.00
H -0.88 0.56 0.23



15.
Molecular formula: CH2ClPS
Method: DFT, ωB97M-V with the def2-TZVPD basis set

structure (SMILES)	ClP1CS1
E_HOMO	-9.28	eV
relative energy (zero: lowest compared OMol25 entry of this formula, charge and spin)	3.8	kcal/mol
LUMO level	0.63	eV

CARTESIAN COORDINATES (ANGSTROEM)
Cl1 -1.936 -1.194 -0.090
S1 -0.009 1.086 -1.092
P1 -0.190 -1.004 -0.921
C1 0.595 0.255 0.310
H1 -0.073 0.385 1.212
H2 1.613 0.472 0.581

Force components x, y, z for each atom (eV/Å):
Cl -2.42 -0.51 1.09
S -0.48 0.52 -1.44
P 3.14 1.44 -0.16
C -1.47 -0.45 1.76
H 0.73 -0.31 -0.96
H 0.51 -0.69 -0.30



16.
Molecular formula: CH2ClPS
Method: DFT, ωB97M-V with the def2-TZVPD basis set

E_HOMO (alpha / beta)	-9.47 / -9.47	eV
relative energy (zero: lowest compared OMol25 entry of this formula, charge and spin)	43.1	kcal/mol
LUMO level (alpha / beta)	-2.22 / -2.22	eV

CARTESIAN COORDINATES (ANGSTROEM)
Cl1 2.339 -1.066 0.592
S1 -0.920 0.527 1.277
P1 -0.587 -1.217 0.373
C1 -0.353 0.331 -0.452
H1 -1.063 0.508 -1.129
H2 0.583 0.918 -0.662

Force components x, y, z for each atom (eV/Å):
Cl -2.06 -0.31 -0.08
S -0.39 0.05 0.10
P 3.02 -0.60 0.61
C 2.96 1.36 1.59
H -2.88 0.95 -2.58
H -0.65 -1.45 0.35



17.
Molecular formula: CH2F2N2O
Method: DFT, ωB97M-V with the def2-TZVPD basis set

E_HOMO (alpha / beta)	-8.63 / -12.19	eV
expectation value of S²	2.0077
2S+1	3
relative energy (zero: lowest compared OMol25 entry of this formula, charge and spin)	23.2	kcal/mol
LUMO level (alpha / beta)	0.75 / -2.63	eV

CARTESIAN COORDINATES (ANGSTROEM)
F1 -0.274 -0.591 1.294
F2 0.716 1.187 1.554
O1 1.909 -0.348 0.382
N1 0.062 0.657 -0.789
N2 -0.815 -0.169 -0.981
C1 0.915 0.137 0.749
H1 -1.122 -0.402 -1.944
H2 -1.391 -0.472 -0.265

Force components x, y, z for each atom (eV/Å):
F 1.35 -0.65 -1.03
F 1.27 1.05 -0.80
O 0.80 -0.64 0.32
N 2.73 3.95 0.96
N -3.36 -3.22 -4.71
C -1.85 -0.14 2.65
H 0.50 0.26 0.74
H -1.43 -0.61 1.87



18.
Molecular formula: CH2F2O3PS
Method: DFT, ωB97M-V with the def2-TZVPD basis set

E_HOMO (alpha / beta)	-3.56 / -5.25	eV
relative energy (zero: lowest compared OMol25 entry of this formula, charge and spin)	53.7	kcal/mol
LUMO level (alpha / beta)	2.91 / 3.66	eV
total charge	-1

CARTESIAN COORDINATES (ANGSTROEM)
S1 2.895 0.034 -1.848
P1 -0.019 -0.622 1.251
F1 2.237 0.539 1.914
F2 0.800 1.964 1.119
O1 1.843 -0.624 -2.628
O2 3.999 -0.896 -1.543
O3 3.295 1.362 -2.348
C1 1.198 0.669 1.019
H1 -0.222 -0.913 -0.095
H2 0.861 -1.740 1.295

Force components x, y, z for each atom (eV/Å):
S 0.32 -0.14 0.01
P -0.89 -1.02 0.19
F -0.59 0.01 -0.64
F -0.22 -0.84 -0.27
O -0.51 0.11 -0.08
O -0.04 0.48 0.19
O -0.05 -0.39 0.22
C 2.10 1.09 0.66
H -0.30 0.21 -0.53
H 0.17 0.49 0.26



19.
Molecular formula: CH2F3LaO4S
Method: DFT, ωB97M-V with the def2-TZVPD basis set

E_HOMO (alpha / beta)	-11.52 / -13.68	eV
expectation value of S²	0.7508
2S+1	2
LUMO level (alpha / beta)	-5.78 / -5.98	eV
total charge	+1

CARTESIAN COORDINATES (ANGSTROEM)
La1 3.313 -1.513 -0.891
S1 0.089 -0.241 -0.456
F1 -0.516 2.216 -1.252
F2 0.219 2.090 0.773
F3 -1.814 1.498 0.273
O1 1.361 0.271 -1.095
O2 0.892 -1.676 0.044
O3 -0.707 -0.888 1.479
O4 -0.966 -0.739 -1.342
C1 -0.548 1.502 -0.136
H1 0.268 -2.020 1.123
H2 -1.591 -0.500 1.481

Force components x, y, z for each atom (eV/Å):
La -2.87 1.09 0.44
S -2.06 -3.03 -0.91
F 0.39 -0.61 0.01
F 0.00 -0.14 0.04
F 0.50 -0.58 0.18
O 1.09 -0.70 0.28
O 0.36 -0.94 2.39
O 1.49 1.09 -1.52
O 1.79 0.85 1.26
C -0.66 1.18 0.74
H 0.22 2.36 -3.16
H -0.25 -0.58 0.25



20.
Molecular formula: CH2F3N
Method: DFT, ωB97M-V with the def2-TZVPD basis set

structure (SMILES)	FCN(F)F
E_HOMO	-11.58	eV
relative energy (zero: lowest compared OMol25 entry of this formula, charge and spin)	110.3	kcal/mol
LUMO level	0.92	eV

CARTESIAN COORDINATES (ANGSTROEM)
F1 -1.205 -0.600 -0.602
F2 1.198 -1.237 0.529
F3 1.065 -0.006 -1.220
N1 0.842 0.102 0.129
C1 -0.565 0.277 0.165
H1 -0.728 0.127 1.281
H2 -0.607 1.337 -0.282

Force components x, y, z for each atom (eV/Å):
F -0.95 -0.56 -0.23
F -0.85 1.15 0.06
F 0.90 0.29 -0.84
N 1.88 -1.32 -0.38
C 0.44 1.28 1.67
H -0.78 0.58 -1.37
H -0.64 -1.41 1.09